(w)
Density functional theory data (the ωB97M-V functional and the def2-TZVPD basis) for one molecule with the formula C5H5NO.

Output
net charge	0
HOMO-LUMO gap	8.64	eV

The geometry in XYZ format:
```
12
Properties=species:S:1:pos:R:3:lowdin_charge:R:1
O 0.362 1.278 2.118 0.188
C 1.288 0.484 -0.329 0.100
C 0.759 -0.916 -0.031 -0.194
C -0.714 -0.458 -0.186 -0.292
C -0.094 0.763 -0.913 -0.194
C -0.516 0.626 1.704 -0.361
N -1.328 -0.079 1.127 0.141
H 1.091 -1.517 -0.889 0.126
H 1.093 -1.427 0.880 0.116
H -1.440 -1.093 -0.693 0.124
H -0.530 1.763 -0.798 0.116
H 0.030 0.575 -1.989 0.127
```



(x)
Density functional theory data (the ωB97M-V functional and the def2-TZVPD basis) for C5H5NO as an isolated structure.

Output
net charge	0
HOMO-LUMO gap	10.88	eV

The geometry in XYZ format:
```
12
Properties=species:S:1:pos:R:3:lowdin_charge:R:1
N 3.090 0.828 0.294 0.166
C 1.983 0.564 0.101 -0.125
C 0.891 -0.407 0.219 -0.305
O 0.094 -0.181 1.384 -0.019
C -1.081 -0.313 0.584 -0.224
C -1.137 0.776 -0.430 -0.039
C -0.301 -0.445 -0.695 -0.140
H 1.424 -1.360 0.288 0.162
H -1.896 -0.888 1.004 0.150
H -2.050 0.827 -1.014 0.113
H -0.644 1.725 -0.223 0.120
H -0.391 -1.104 -1.546 0.139
```



Last place for stability: (w)



(w)
Density functional theory data (the ωB97M-V functional and the def2-TZVPD basis) for one molecule with the formula C5H5NO.

Output
net charge	0
structure (SMILES)	C#C/C(C=C)=N/O
HOMO-LUMO gap	8.71	eV

The geometry in XYZ format:
```
12
Properties=species:S:1:pos:R:3:lowdin_charge:R:1
C -1.710 -1.786 1.648 0.116
C -1.153 -1.200 0.627 -0.100
C -0.494 -0.182 -0.164 -0.388
C 0.871 -0.089 0.258 -0.140
C 1.803 0.935 0.021 0.053
N -1.233 0.178 -1.203 0.092
O -0.529 1.429 -1.672 -0.185
H -2.296 -2.330 2.520 0.079
H 1.307 -0.808 1.062 0.132
H 1.453 1.744 -0.590 0.027
H 2.924 0.591 0.236 0.108
H -0.943 1.519 -2.743 0.205
```



(x)
Density functional theory data (the ωB97M-V functional and the def2-TZVPD basis) for one molecule with the formula C5H5NO.

Output
net charge	0
structure (SMILES)	CC1=CC(=O)N=C1
HOMO-LUMO gap	8.84	eV

The geometry in XYZ format:
```
12
Properties=species:S:1:pos:R:3:lowdin_charge:R:1
C -1.755 -0.249 0.007 -0.067
C -0.299 -0.035 -0.043 -0.293
C 0.739 -0.940 -0.083 0.074
C 2.011 -0.095 0.080 -0.441
O 3.139 -0.432 -0.044 0.146
N 1.618 1.310 0.051 0.118
C 0.323 1.303 -0.093 -0.088
H -2.317 0.321 -0.792 0.101
H -2.092 -0.062 1.099 0.118
H -1.862 -1.371 -0.049 0.092
H 0.814 -1.993 -0.042 0.099
H -0.319 2.242 -0.092 0.141
```



(y)
Density functional theory data (the ωB97M-V functional and the def2-TZVPD basis) for C5H5NO as an isolated structure.

Output
net charge	0
HOMO-LUMO gap	8.06	eV

The geometry in XYZ format:
```
12
Properties=species:S:1:pos:R:3:lowdin_charge:R:1
O -1.821 -0.572 1.882 0.070
C -1.115 -0.725 0.918 -0.246
C -0.345 0.390 0.237 -0.250
C 1.237 0.040 0.223 -0.077
C -0.641 0.446 -1.266 -0.036
C 0.631 0.166 -1.530 -0.169
N 1.797 -0.124 -1.241 0.097
H -0.978 -1.715 0.423 0.139
H -0.522 1.333 0.767 0.143
H 1.412 -0.923 0.705 0.116
H 1.814 0.832 0.698 0.119
H -1.469 0.851 -1.815 0.094
```



Last place for stability: (w)



(w)
Density functional theory data (the ωB97M-V functional and the def2-TZVPD basis) for one molecule with the formula C5H5NO.

Output
net charge	0
structure (SMILES)	C#CC(=O)[C@H]1CN1
HOMO-LUMO gap	10.18	eV

The geometry in XYZ format:
```
12
Properties=species:S:1:pos:R:3:lowdin_charge:R:1
C 2.877 -0.338 -0.304 0.155
C 1.857 -0.190 0.326 -0.024
C 0.503 0.088 0.805 -0.400
O 0.166 0.086 1.972 0.102
C -0.394 0.388 -0.335 -0.255
C -1.644 -0.418 -0.410 -0.120
N -1.694 0.971 -0.010 0.046
H 3.829 -0.493 -0.771 0.042
H 0.118 0.695 -1.227 0.134
H -1.737 -1.219 0.322 0.116
H -2.105 -0.613 -1.374 0.105
H -1.777 1.044 1.007 0.099
```



(x)
Density functional theory data (the ωB97M-V functional and the def2-TZVPD basis) for one molecule with the formula C5H5NO.

Output
net charge	0
HOMO-LUMO gap	9.76	eV

The geometry in XYZ format:
```
12
Properties=species:S:1:pos:R:3:lowdin_charge:R:1
O 2.355 -0.106 -0.013 -0.036
C 1.177 0.186 0.688 -0.225
C 0.059 0.545 -0.290 -0.267
C -0.439 -0.575 -1.077 -0.271
C -1.274 -1.412 -1.485 0.048
C -1.290 0.454 0.173 -0.096
N -2.411 0.376 0.647 0.206
H 2.179 -0.880 -0.571 0.099
H 0.844 -0.645 1.329 0.138
H 1.387 1.054 1.318 0.131
H 0.266 1.436 -0.875 0.163
H -2.853 -0.434 0.155 0.111
```



Last place for stability: (x)



(w)
Density functional theory data (the ωB97M-V functional and the def2-TZVPD basis) for C5H5NO as an isolated structure.

Output
net charge	0
HOMO-LUMO gap (alpha / beta)	6.54 / 9.33	eV

The geometry in XYZ format:
```
12
Properties=species:S:1:pos:R:3:lowdin_charge:R:1
O -1.729 -1.673 -0.138 0.046
C -1.503 -0.961 0.837 -0.278
C -0.667 0.199 0.797 0.020
C 1.387 0.946 -0.209 0.056
C 0.001 0.565 -0.449 -0.349
C 0.619 -0.582 -1.184 -0.259
N 1.093 -1.463 -1.779 0.187
H -1.995 -1.164 1.809 0.117
H -0.487 0.804 1.679 0.115
H 1.952 0.368 0.514 0.091
H 1.866 1.803 -0.680 0.085
H -0.537 1.157 -1.198 0.169
```



(x)
Density functional theory data (the ωB97M-V functional and the def2-TZVPD basis) for C5H5NO as an isolated structure.

Output
net charge	0
HOMO-LUMO gap (alpha / beta)	8.13 / 8.06	eV

The geometry in XYZ format:
```
12
Properties=species:S:1:pos:R:3:lowdin_charge:R:1
O 1.894 -1.044 1.618 0.123
C 0.974 -0.422 1.180 -0.323
C 0.291 0.791 1.613 0.000
C -0.554 1.432 0.944 0.065
C 0.003 -0.870 -0.142 -0.448
C -0.547 0.335 -0.789 -0.017
N 0.307 -1.435 -1.350 0.131
H -1.202 2.292 0.952 0.075
H -0.774 -1.463 0.355 0.147
H 0.136 0.974 -1.350 0.101
H -1.557 0.315 -1.190 0.093
H 1.030 -0.904 -1.842 0.054
```



(y)
Density functional theory data (the ωB97M-V functional and the def2-TZVPD basis) for a 2-piece molecular cluster, C5H5NO overall.

Output
net charge	0
HOMO-LUMO gap	7.42	eV

The geometry in XYZ format:
```
12
Properties=species:S:1:pos:R:3:lowdin_charge:R:1
O 0.840 1.320 -0.394 -0.102
C -0.546 1.305 -0.079 -0.333
C -1.122 0.209 0.705 0.047
C -0.249 -0.621 1.352 -0.197
C 0.511 -1.354 1.978 0.179
C 0.064 -1.153 -2.013 -0.086
N -0.624 -1.995 -2.403 0.064
H 1.328 1.086 0.409 0.089
H -0.838 2.191 0.518 0.137
H -1.083 1.423 -1.027 0.124
H 0.682 -0.355 -1.632 0.037
H 1.037 -2.056 2.585 0.042
```



(z)
Density functional theory data (the ωB97M-V functional and the def2-TZVPD basis) for one molecule with the formula C5H5NO.

Output
net charge	0
structure (SMILES)	N#C[C@@H]1C[C@@H]1C=O
HOMO-LUMO gap	10.49	eV

The geometry in XYZ format:
```
12
Properties=species:S:1:pos:R:3:lowdin_charge:R:1
N 0.801 -1.543 -2.151 0.163
C 0.470 -0.690 -1.440 -0.226
C 0.095 0.482 -0.670 -0.191
C 1.126 0.805 0.412 -0.030
C -0.218 0.397 0.882 -0.159
C -1.064 -0.801 0.653 -0.273
O -2.135 -0.588 0.114 0.023
H -0.961 0.775 -0.922 0.165
H 1.959 0.101 0.453 0.125
H 1.414 1.829 0.628 0.115
H -0.834 1.264 1.128 0.145
H -0.677 -1.815 0.801 0.142
```



Last place for stability: (x)



(w)
Density functional theory data (the ωB97M-V functional and the def2-TZVPD basis) for one molecule with the formula C5H5NO.

Output
net charge	0
structure (SMILES)	N#C[C@@H]1C[C@H]2O[C@@H]12
HOMO-LUMO gap	11.51	eV

The geometry in XYZ format:
```
12
Properties=species:S:1:pos:R:3:lowdin_charge:R:1
N 0.511 -1.627 -2.371 0.153
C 0.255 -0.725 -1.692 -0.186
C 0.067 0.417 -0.783 -0.208
C 0.965 0.170 0.469 -0.056
C -0.293 -0.299 1.212 -0.212
O -0.997 0.910 1.407 0.002
C -1.153 0.236 0.151 -0.177
H 0.172 1.339 -1.359 0.143
H 1.787 -0.529 0.341 0.118
H 1.297 1.117 0.896 0.123
H -0.423 -1.156 1.865 0.151
H -2.189 0.145 -0.136 0.149
```



(x)
Density functional theory data (the ωB97M-V functional and the def2-TZVPD basis) for one molecule with the formula C5H5NO.

Output
net charge	0
structure (SMILES)	O=C1C=C[C@H]2N[C@@H]12
HOMO-LUMO gap	9.60	eV

The geometry in XYZ format:
```
12
Properties=species:S:1:pos:R:3:lowdin_charge:R:1
O 1.994 -0.145 -1.807 0.002
C 0.905 0.013 -1.120 -0.198
C -0.587 -0.451 -1.344 -0.016
C -1.366 -0.185 -0.307 -0.005
C -0.407 0.292 0.794 -0.464
N 0.426 -0.586 1.049 0.028
C 1.010 0.551 0.371 -0.086
H -0.966 -0.868 -2.298 0.112
H -2.476 -0.463 0.015 0.157
H -0.835 0.942 1.609 0.161
H 0.744 -0.334 2.070 0.178
H 1.557 1.235 0.969 0.132
```



Last place for stability: (x)



(w)
Density functional theory data (the ωB97M-V functional and the def2-TZVPD basis) for one molecule with the formula C5H5NO.

Output
net charge	0
HOMO-LUMO gap	8.22	eV

The geometry in XYZ format:
```
12
Properties=species:S:1:pos:R:3:lowdin_charge:R:1
C 0.925 0.188 -0.284 -0.334
C 0.268 -0.290 0.770 -0.047
C 0.215 0.780 -1.388 -0.101
C -2.077 0.787 -0.685 0.081
C -0.216 -1.060 1.700 0.009
O 2.292 0.315 -0.358 0.042
N -1.070 0.764 -1.367 -0.039
H 2.695 -0.155 0.381 0.110
H 0.749 1.330 -2.146 0.123
H -2.931 0.146 -0.856 0.040
H -0.605 -0.663 2.630 0.056
H -0.244 -2.141 1.601 0.061
```



(x)
Density functional theory data (the ωB97M-V functional and the def2-TZVPD basis) for one molecule with the formula C5H5NO.

Output
net charge	0
structure (SMILES)	O=C1C=C[C@@H]2CN12
HOMO-LUMO gap	9.81	eV

The geometry in XYZ format:
```
12
Properties=species:S:1:pos:R:3:lowdin_charge:R:1
O -0.810 -2.046 -1.199 0.136
C -0.299 -1.138 -0.666 -0.468
C 0.861 -1.160 0.236 -0.016
C 1.299 0.093 0.456 -0.010
C 0.271 1.045 -0.072 -0.261
C -1.250 0.797 0.082 -0.103
N -0.536 0.312 -0.977 -0.010
H 0.973 -2.373 0.552 0.192
H 2.066 0.582 1.052 0.111
H 0.688 1.917 -0.519 0.123
H -1.305 0.228 1.104 0.157
H -1.957 1.742 -0.048 0.148
```



(y)
Density functional theory data (the ωB97M-V functional and the def2-TZVPD basis) for C5H5NO as an isolated structure.

Output
net charge	0
HOMO-LUMO gap	9.88	eV

The geometry in XYZ format:
```
12
Properties=species:S:1:pos:R:3:lowdin_charge:R:1
C 1.406 0.719 -0.495 -0.104
C 0.493 1.229 0.569 -0.110
C 1.368 0.059 0.838 -0.105
C -1.266 -1.366 -0.542 -0.188
C 0.226 -0.058 -0.092 -0.104
N -2.567 -0.930 -0.324 0.058
O -1.896 -1.880 0.536 -0.016
H 2.031 1.015 -1.293 0.112
H 0.086 2.101 1.005 0.112
H 1.947 -0.431 1.573 0.114
H -0.970 -1.965 -1.384 0.119
H -2.624 -0.031 0.159 0.111
```



(z)
Density functional theory data (the ωB97M-V functional and the def2-TZVPD basis) for one molecule with the formula C5H5NO.

Output
net charge	0
structure (SMILES)	C#C[C@H]1CC(=O)N1
HOMO-LUMO gap	10.81	eV

The geometry in XYZ format:
```
12
Properties=species:S:1:pos:R:3:lowdin_charge:R:1
C 2.574 -0.508 -0.559 0.069
C 1.629 -0.106 -0.013 -0.127
C 0.299 0.106 0.586 -0.341
C -0.684 1.098 -0.212 -0.009
C -1.744 -0.110 -0.201 -0.427
O -2.817 -0.565 -0.556 0.052
N -0.735 -0.895 0.406 0.048
H 3.163 -1.161 -1.361 0.103
H 0.591 0.460 1.536 0.111
H -0.942 1.903 0.571 0.118
H -0.205 1.693 -1.125 0.147
H -1.129 -1.914 0.928 0.254
```



Last place for stability: (y)